Computed, not measured: a molecular structure, C31H51N4O2PS in a non-equilibrium geometry, with the ωB97M-V functional and the def2-TZVPD basis.

Computed properties:
Expectation value of S²: 2.0087
F_max (eV/Å): 4.6
Orbital gap (eV): 6.672
Total charge: 0
Total energy (hartree): -2320.4759
2S+1: 3
HOMO level (Ha): -0.2761

Last column: Löwdin spin population.
Element x y z (Å)
C -0.04441 -4.02022 -0.89542  0.0002
C -0.96309 -3.35919 -1.39118  0.0000
C -2.28125 -2.99600 -2.21138  0.0006
C -2.17371 -3.35697 -3.75908  0.0000
C -2.70151 -4.83759 -4.11588  0.0000
C -1.66501 -5.85244 -3.43616  0.0001
C -0.20678 -5.72873 -3.85266  -0.0001
C 0.90823 -6.61209 -3.24438  0.0002
P 2.64948 -6.29233 -3.83288  0.0001
C 2.68649 -5.44538 -5.51806  0.0000
C 3.73002 -7.83795 -3.77793  0.0000
C 0.50002 -7.63598 -2.21391  -0.0003
C -0.97391 -7.72927 -1.82527  0.0001
N -1.57355 -8.59545 -0.88595  -0.0003
S -3.23518 -8.29281 -0.75893  -0.0002
N -3.45014 -7.05374 -1.91924  0.0002
C -2.14597 -6.87084 -2.39223  0.0000
H 0.65896 -4.72702 -0.36421  0.0000
H -2.40782 -1.87203 -2.08316  0.0005
H -3.19480 -3.49033 -1.73502  0.0000
H -2.84884 -2.63466 -4.32297  0.0000
H -1.11690 -3.18708 -4.12316  0.0000
H -3.76515 -5.00819 -3.77184  0.0000
H -2.64607 -4.95408 -5.24249  0.0000
H 0.04741 -4.92768 -4.62012  0.0000
H 3.78056 -5.18827 -5.73287  0.0000
H 2.22682 -6.03934 -6.36512  0.0000
H 2.16954 -4.43347 -5.38068  0.0000
H 4.43803 -7.70268 -2.89249  0.0000
H 4.38176 -7.83949 -4.70938  0.0000
H 3.12603 -8.79266 -3.65346  0.0000
H 1.27256 -8.31176 -1.75210  0.0000
C -0.00913 3.02430 -3.30615  0.0023
C -1.43661 2.62783 -2.84026  0.0240
C -2.24340 3.86349 -2.38793  0.0135
C -1.86613 4.40698 -1.01555  0.0008
C -1.85773 3.29008 0.02363  0.0138
C -0.96965 2.10641 -0.39857  0.0252
N -1.30738 1.59739 -1.76357  0.3346
O -2.47374 0.93622 -1.68210  0.5765
C 0.51132 2.55281 -0.32578  0.0010
C -1.06170 0.99166 0.67751  -0.0006
C -2.12064 2.10284 -4.12474  -0.0008
H 0.73677 2.28839 -2.99634  0.0016
H 0.07435 3.06123 -4.39588  -0.0004
H 0.29531 4.00387 -2.93617  -0.0001
H -3.31121 3.61220 -2.35934  0.0024
H -2.14464 4.66463 -3.12755  0.0011
H -0.89085 4.90117 -1.05562  0.0003
H -2.58488 5.17477 -0.71475  0.0008
H -1.51978 3.69280 0.98330  0.0010
H -2.88744 2.94805 0.18626  0.0028
H 1.18375 1.75346 -0.64827  0.0009
H 0.79059 2.80887 0.70174  -0.0004
H 0.73925 3.44020 -0.91465  0.0000
H -2.08176 0.62875 0.82359  -0.0007
H -0.72439 1.36332 1.64757  -0.0003
H -0.42824 0.14020 0.41308  0.0002
H -1.62351 1.20313 -4.50319  0.0002
H -2.08171 2.86056 -4.90969  -0.0002
H -3.17893 1.87296 -3.97568  -0.0006
C 1.30510 3.80238 7.22387  0.0022
C 1.96083 4.38079 5.94032  0.0236
C 0.99547 5.32628 5.19363  0.0132
C -0.10505 4.62670 4.40503  0.0008
C 0.48186 3.54510 3.50394  0.0133
C 1.36542 2.54926 4.28317  0.0248
N 2.41846 3.23565 5.09286  0.3287
O 3.35678 3.69537 4.24790  0.5857
C 0.45268 1.68414 5.18164  0.0008
C 1.97059 1.51789 3.29472  -0.0007
C 3.11600 5.26245 6.47089  -0.0008
H 1.57884 2.75651 7.38218  0.0016
H 1.64261 4.31678 8.12788  -0.0004
H 0.21727 3.87800 7.20914  -0.0001
H 1.56342 5.94425 4.48671  0.0024
H 0.53724 6.02539 5.90063  0.0010
H -0.84858 4.19885 5.08401  0.0003
H -0.63851 5.35828 3.79086  0.0008
H -0.33231 3.01633 3.00002  0.0008
H 1.06634 4.02432 2.70837  0.0027
H 1.03659 0.98150 5.78175  0.0009
H -0.23755 1.09018 4.57388  -0.0004
H -0.17928 2.25853 5.85741  0.0000
H 2.57727 1.98541 2.51554  -0.0008
H 1.18086 0.96619 2.77938  -0.0003
H 2.59107 0.78864 3.82253  0.0002
H 3.86698 4.66337 6.99672  0.0002
H 2.73185 6.00599 7.17196  -0.0002
H 3.61808 5.82259 5.67779  -0.0006